1.
This record from the OMol25 dataset describes a structure of composition C7H11BClF2NO7SSi2. The level of theory is ωB97M-V/def2-TZVPD.

Element x y z (Å)
1 Cl -1.20381 -0.86025 2.97159
2 S 0.42959 1.64700 1.11903
3 Si 0.10710 -0.52786 1.36599
4 Si 1.78169 -2.38868 2.77939
5 F 1.50982 -1.75074 4.33437
6 F 1.89703 1.94465 1.85903
7 O 1.66316 -1.20188 1.54581
8 O 0.63338 1.96295 -0.31440
9 O -0.62609 2.43455 1.79380
10 O 4.92664 -0.76271 3.70412
11 O -3.40002 0.31704 -0.06205
12 O 4.73794 -1.04587 1.29265
13 O -2.04237 -0.98312 -1.10672
14 N -2.77148 -0.00550 -1.04874
15 C -2.21699 0.46743 -3.40126
16 C -2.89567 0.82750 -2.24267
17 C -3.69930 1.96074 -2.20388
18 C 3.62522 -2.93416 2.80591
19 C -3.16418 2.38057 -4.51255
20 C -2.35648 1.24913 -4.53964
21 C -3.83105 2.73840 -3.34602
22 B 4.46501 -1.55276 2.60611
23 H -0.56400 -1.02514 0.16488
24 H 3.85401 -3.31072 3.83786
25 H 3.85335 -3.68193 2.00038
26 H 4.18349 -0.23713 4.04537
27 H 5.52046 -1.50322 0.95156
28 H -3.27517 2.98593 -5.40503
29 H -4.22451 2.24570 -1.30138
30 H -1.83771 0.97525 -5.45008
31 H -1.58597 -0.41124 -3.43211
32 H 0.96352 -3.57620 2.51753
33 H -4.45659 3.62228 -3.32887

Atoms 1-3, force components in eV/Å:
1.054 0.354 -0.960
-0.786 3.984 -1.433
0.819 -1.497 0.620

Output
LUMO	-0.8	eV
HOMO energy	-10.3	eV
energy above the lowest of the compared OMol25 structures with the same formula, charge and spin	0.000	eV
total charge	0

***

2.
This record from the OMol25 dataset describes a structure of composition C7H11BF5O2Tm. The level of theory is ωB97M-V/def2-TZVPD.

Element x y z (Å)
1 Tm 3.70954 3.22101 -0.34454
2 F 2.71177 -0.71340 1.52406
3 F 3.42172 1.35994 -1.24712
4 F 4.63888 -0.44591 0.59069
5 F 3.14726 -0.85772 -1.54406
6 F 3.45720 1.30067 1.18688
7 O -2.57054 -1.18923 -0.21521
8 O -2.24687 0.83295 0.83834
9 C 2.69316 0.03580 -0.73702
10 C 1.23570 0.26136 -0.78674
11 C -3.49116 0.93960 0.12975
12 C -0.27174 -0.84059 0.99326
13 C 0.42959 -1.00359 -0.36766
14 C -3.48851 -0.26882 -0.80955
15 C 3.40523 -0.03799 0.66419
16 B -1.86790 -0.53112 0.79469
17 H 1.08494 -1.87470 -0.35510
18 H 0.12310 0.01825 1.53933
19 H -0.08391 -1.70734 1.62027
20 H -3.52184 1.88121 -0.41319
21 H 0.95138 1.11166 -0.16134
22 H -4.46178 -0.73610 -0.92341
23 H 1.01154 0.52588 -1.82272
24 H -0.29597 -1.18105 -1.15600
25 H -2.31810 -1.02286 1.94696
26 H -3.09379 -0.00732 -1.79394
27 H -4.30890 0.92943 0.84918

Atoms 1-3, force components in eV/Å:
0.239 0.907 0.763
0.030 -0.155 0.004
-0.388 -0.998 -0.853

Output
LUMO (alpha / beta)	-9.7 / -9.7	eV
HOMO energy (alpha / beta)	-14.6 / -14.7	eV
spin multiplicity	3
total charge	+2

***

3.
This record from the OMol25 dataset describes an isolated molecule of C7H11BN2O4. The level of theory is ωB97M-V/def2-TZVPD.

Element x y z (Å)
1 O -2.89823 -2.12126 -0.30687
2 O 1.45693 -2.36618 0.07701
3 O 3.44273 -1.44789 0.38851
4 O -4.47290 0.42897 -0.76151
5 N -2.87257 1.02664 1.16663
6 N 3.05813 0.70334 -0.91150
7 C -2.52087 -1.00155 -0.43428
8 C 2.15654 -1.37789 -0.04136
9 C 1.79672 -0.06505 -0.68497
10 C -3.42435 0.10695 -0.30748
11 C -0.55829 0.06708 0.60172
12 C 0.91098 0.61674 0.41661
13 C -1.11975 -0.49000 -0.71845
14 B -1.50858 0.99658 1.36489
15 H -0.39046 -1.28333 -0.88715
16 H -0.52074 -0.85350 1.30182
17 H 2.89878 1.61688 -0.44526
18 H 0.73796 1.63740 0.04139
19 H 1.19482 -0.17377 -1.53577
20 H 3.80501 -0.70911 -0.02671
21 H -0.87321 1.65270 2.15840
22 H 1.20637 0.58037 1.39744
23 H -1.01174 0.18030 -1.67164
24 H -3.71121 1.24931 1.70072
25 H 3.21792 1.02628 -1.88221

Atoms 1-3, force components in eV/Å:
-0.267 -0.959 0.331
-0.175 1.563 -0.106
-2.164 -1.974 0.894

Output
LUMO	-0.3	eV
HOMO energy	-9.8	eV
energy above the lowest of the compared OMol25 structures with the same formula, charge and spin	6.015	eV
structure (SMILES)	N[C@H](C[C@H]1BNC(=O)C(=O)C1)C(=O)O
total charge	0

***

4.
This record from the OMol25 dataset describes a structure of composition C7H11BaO16. The level of theory is ωB97M-V/def2-TZVPD.

Element x y z (Å)
1 Ba 11.57840 -1.20341 -1.04825
2 O 12.45358 1.50921 -1.68742
3 O 9.66856 -0.43520 0.83236
4 O 9.02674 -1.23445 -2.22722
5 O 6.86764 -1.31425 -1.75304
6 O 10.74647 1.26751 -2.93798
7 O 11.82969 3.25278 -2.94710
8 O 15.01052 -3.39730 -3.32095
9 O 9.43860 -4.75645 0.53960
10 O 14.11654 -2.05484 -1.75601
11 O 11.67542 -4.12339 -4.45451
12 O 16.35024 -2.02839 -2.22205
13 O 11.21604 -5.87637 -0.13072
14 O 11.61750 -2.03769 -3.62114
15 O 11.15193 -3.86517 -0.52297
16 O 7.59983 -1.63958 -3.76020
17 O 11.02433 -2.39101 -5.60805
18 C 11.50410 -2.78118 -4.56162
19 C 15.10333 -2.53555 -2.42411
20 C 9.66234 0.53668 1.93282
21 C 7.88679 -1.32527 -2.58402
22 C 10.82204 1.55222 1.80036
23 C 11.62649 1.97706 -2.51415
24 C 10.63825 -4.82634 -0.08537
25 H 12.67822 3.44377 -2.54074
26 H 7.38716 -1.38503 -0.94888
27 H 10.86500 2.22797 2.65453
28 H 11.83217 1.14327 1.82266
29 H 9.72529 -0.01470 2.87097
30 H 9.06778 -1.09938 1.17807
31 H 9.44159 -5.63120 0.93507
32 H 8.63409 0.88025 2.04593
33 H 10.81582 2.12921 0.87563
34 H 10.98708 -4.36549 -5.07836
35 H 16.71443 -2.65976 -2.84682

Atoms 1-3, force components in eV/Å:
-0.043 -0.151 -1.415
1.684 0.755 1.635
0.084 1.044 1.486

Output
LUMO (alpha / beta)	3.9 / 1.8	eV
HOMO energy (alpha / beta)	-2.1 / -2.1	eV
energy above the lowest of the compared OMol25 structures with the same formula, charge and spin	0.000	eV
spin multiplicity	2
total charge	-2

***

5.
This record from the OMol25 dataset describes a cluster of 2 separate species, C7H11BrFNO2 in total. The level of theory is ωB97M-V/def2-TZVPD.

Element x y z (Å)
1 Br -3.03349 -2.95929 1.82979
2 F -0.42798 -1.21218 -0.82872
3 O -1.87071 2.08651 -0.72692
4 O -1.10474 -0.53647 4.02562
5 N -0.55427 -0.97386 3.00685
6 C 1.28147 0.12683 1.71626
7 C 1.71991 0.10806 0.19038
8 C -0.57472 0.11220 -2.67594
9 C 0.36994 -1.07158 2.17024
10 C -1.71322 0.93308 -0.82272
11 C -0.36584 0.18205 -1.15559
12 C 0.89826 0.87722 -0.76476
13 H 2.12438 0.16597 2.48938
14 H 0.27310 -1.92462 1.53871
15 H -2.55980 0.13025 -0.89028
16 H 1.86473 -0.93052 -0.20609
17 H -1.36079 -0.50058 -2.90876
18 H 0.36369 -0.35670 -3.11529
19 H -0.72615 1.20005 -2.97892
20 H 2.72604 0.52982 0.22805
21 H 1.45701 1.13318 -1.65352
22 H 0.60567 1.93039 -0.51287
23 H 0.60754 0.95017 2.04510

Atoms 1-3, force components in eV/Å:
0.209 0.145 0.063
0.015 1.227 0.844
0.004 2.090 0.297

Output
LUMO (alpha / beta)	-0.1 / -3.3	eV
HOMO energy (alpha / beta)	-9.7 / -8.8	eV
energy above the lowest of the compared OMol25 structures with the same formula, charge and spin	4.016	eV
total charge	0

***

6.
This record from the OMol25 dataset describes an isolated molecule of C7H11Cl. The level of theory is ωB97M-V/def2-TZVPD.

Element x y z (Å)
1 Cl 3.05459 0.97728 -0.28954
2 C 2.19964 -1.21248 1.07882
3 C -0.72518 0.64407 -0.20090
4 C 0.43441 0.02724 -0.40003
5 C -1.86119 0.48422 -1.16480
6 C 1.18709 -0.84847 -1.32018
7 C 1.84604 -0.30922 -0.06960
8 C -0.97189 1.53007 0.98277
9 H 1.49286 -0.44266 -2.27587
10 H 0.96622 -1.90769 -1.35189
11 H -1.51949 2.41920 0.67591
12 H -2.79012 0.30856 -0.62475
13 H -0.03626 1.82726 1.44776
14 H 3.17723 -1.66499 0.91603
15 H -1.68353 -0.34139 -1.84780
16 H -1.98102 1.39752 -1.74840
17 H -1.57430 1.00264 1.72527
18 H 2.23058 -0.65124 2.01140
19 H 1.45399 -2.00147 1.17236

Atoms 1-3, force components in eV/Å:
0.020 0.053 -0.070
-0.021 -0.036 -0.033
0.737 -0.283 0.105

Output
LUMO	0.9	eV
HOMO energy	-9.1	eV
energy above the lowest of the compared OMol25 structures with the same formula, charge and spin	0.918	eV
structure (SMILES)	CC(C)=C1C[C@@]1(C)Cl
total charge	0